# 1
DFT (ωB97M-V/def2-TZVPD) results for C22H26ClInO as an isolated structure at a distorted geometry.

Structure (ORCA input):
```
! wB97M-V def2-TZVPD RIJCOSX def2/J DEFGRID3
* xyz -2 1
In -0.700 -0.272 0.199
C 0.881 -2.618 1.787
C -0.527 -2.524 1.777
C -0.976 -2.678 0.400
H -1.182 -2.417 2.641
C 0.201 -2.990 -0.386
C 1.318 -2.928 0.467
H 2.350 -3.129 0.182
H 1.521 -2.528 2.669
H -2.010 -2.839 0.083
H 0.187 -3.287 -1.435
C 1.865 1.314 0.854
C 2.673 0.208 0.496
C 2.495 -0.047 -0.887
H 3.337 -0.342 1.169
C 1.573 0.895 -1.393
C 1.161 1.741 -0.313
H 0.511 2.614 -0.400
H 1.816 1.793 1.833
H 2.997 -0.813 -1.480
H 1.270 1.001 -2.435
O -0.776 -0.197 -1.905
C -0.737 -0.254 -4.102
C -2.141 0.007 -3.723
C -0.207 -1.612 -4.229
C -0.034 0.843 -4.786
C -1.917 0.567 -2.305
H -2.702 -0.927 -3.651
H -2.667 0.689 -4.396
H -1.664 1.644 -2.393
H -2.795 0.417 -1.636
H -0.710 -2.097 -5.090
H -0.365 -2.252 -3.343
H 0.868 -1.585 -4.472
H -0.486 0.957 -5.794
H 1.038 0.627 -4.938
H -0.146 1.810 -4.258
Cl -0.726 3.770 2.204
C -0.408 2.563 3.408
C 0.209 2.957 4.593
C 0.627 1.990 5.514
C 0.403 0.641 5.236
C -0.303 0.256 4.105
C -0.780 1.202 3.173
C -1.608 0.797 2.015
H 0.364 4.018 4.782
H 1.116 2.302 6.430
H 0.765 -0.119 5.927
H -0.511 -0.800 3.928
H -2.305 -0.003 2.308
H -2.162 1.634 1.570
*
```

Values from the calculation:
E_HOMO (alpha / beta) ... -0.30 / 2.16 eV
DFT total energy ... -42973.531 eV
F_max ... 1.9 eV Å⁻¹
E_LUMO (alpha / beta) ... 4.85 / 4.93 eV
HOMO-LUMO gap (alpha / beta) ... 5.1581 / 2.7669 eV

=====

# 2
DFT (ωB97M-V/def2-TZVPD) results for a 2-piece molecular cluster, C2H6NO2P overall at a distorted geometry.

Structure (ORCA input):
```
! wB97M-V def2-TZVPD RIJCOSX def2/J DEFGRID3
* xyz 0 1
C 0.461 -1.171 0.518
C 0.386 -0.133 1.558
N -1.305 0.764 -0.858
O 0.773 -2.291 0.396
O -0.280 -1.258 -2.244
P -0.016 -0.311 -1.182
H 0.303 0.812 0.868
H 1.354 -0.054 2.184
H -0.539 -0.240 2.300
H -1.161 1.670 -0.354
H -1.820 0.820 -1.647
H 1.844 1.394 -1.539
*
```

Values from the calculation:
Relative energy (zero: lowest compared OMol25 entry of this formula, charge and spin) ... 402.4 kJ/mol
E_HOMO (alpha / beta) ... -9.40 / -8.18 eV
DFT total energy ... -17041.596 eV
F_max ... 4.4 eV Å⁻¹
E_LUMO (alpha / beta) ... -0.96 / -0.83 eV
HOMO-LUMO gap (alpha / beta) ... 8.4394 / 7.3498 eV

=====

# 3
DFT (ωB97M-V/def2-TZVPD) results for a 2-piece molecular cluster, C29H29O8S2 overall at a distorted geometry.

Structure (ORCA input):
```
! wB97M-V def2-TZVPD RIJCOSX def2/J DEFGRID3
* xyz -1 1
C -5.238 -2.456 -4.513
C -4.252 -1.320 -4.454
O -2.945 -1.859 -4.233
C -1.989 -0.891 -4.202
C -0.689 -1.534 -4.106
C 0.577 -0.833 -4.118
O 0.802 0.342 -3.919
C 1.649 -1.910 -4.399
C 0.976 -3.268 -4.191
C -0.538 -3.000 -4.285
O -2.243 0.294 -4.313
H -6.248 -2.047 -4.510
H -5.119 -3.026 -5.435
H -5.149 -3.134 -3.664
H -4.244 -0.768 -5.402
H -4.499 -0.622 -3.645
H 1.942 -1.827 -5.458
H 2.537 -1.737 -3.785
H 1.279 -3.981 -4.962
H 1.225 -3.695 -3.218
H -1.142 -3.567 -3.560
H -0.864 -3.317 -5.294
C 3.346 4.058 -3.126
O 3.412 2.623 -2.986
C 3.145 2.018 -1.803
C 3.195 0.602 -1.810
C 2.747 -0.112 -0.721
C 2.158 0.545 0.387
C 1.462 -0.226 1.388
C 0.549 0.260 2.284
S 0.273 -0.522 3.877
C 1.565 -0.029 5.036
C 2.662 -0.867 5.263
C 3.653 -0.469 6.163
C 3.532 0.741 6.855
C 2.407 1.546 6.656
C 1.422 1.167 5.744
O -0.915 0.081 4.441
O 0.355 -1.950 3.680
S -0.650 1.548 1.838
C -2.296 0.939 2.251
C -3.139 1.762 2.994
C -4.403 1.293 3.350
C -4.821 0.020 2.949
C -3.983 -0.771 2.155
C -2.726 -0.300 1.774
O -0.391 2.672 2.717
O -0.627 1.703 0.402
C 2.262 1.953 0.449
C 2.748 2.688 -0.619
H 3.704 4.236 -4.141
H 2.315 4.424 -3.027
H 4.005 4.569 -2.413
H 3.550 0.108 -2.708
H 2.806 -1.201 -0.720
H 1.693 -1.281 1.450
H 2.729 -1.816 4.732
H 4.524 -1.108 6.317
H 4.316 1.059 7.544
H 2.291 2.484 7.202
H 0.547 1.793 5.568
H -2.794 2.747 3.309
H -5.050 1.929 3.958
H -5.800 -0.356 3.256
H -4.301 -1.764 1.829
H -2.070 -0.884 1.128
H 1.981 2.469 1.366
H 2.784 3.776 -0.570
*
```

Values from the calculation:
E_HOMO ... -2.91 eV
DFT total energy ... -68592.343 eV
F_max ... 3.0 eV Å⁻¹
E_LUMO ... 1.31 eV
HOMO-LUMO gap ... 4.2268 eV

=====

# 4
DFT (ωB97M-V/def2-TZVPD) results for an isolated ion of composition C4H9N2S and charge +1 at a distorted geometry.

Structure (ORCA input):
```
! wB97M-V def2-TZVPD RIJCOSX def2/J DEFGRID3
* xyz 1 1
C -2.850 -0.431 0.445
N -1.701 -0.060 -0.093
C -0.832 -1.214 -0.400
S -1.109 1.504 -0.410
C 0.666 1.421 -0.057
N 1.228 0.318 -0.021
C 2.648 0.287 0.177
H -3.373 0.439 0.853
H -3.326 -1.353 0.504
H -0.206 -1.007 -1.341
H -1.194 -2.138 -0.769
H -0.222 -1.239 0.405
H 0.957 2.530 -0.023
H 3.119 -0.697 -0.094
H 2.957 0.571 1.292
H 3.239 1.067 -0.467
*
```

Values from the calculation:
Relative energy (zero: lowest compared OMol25 entry of this formula, charge and spin) ... 435.6 kJ/mol
E_HOMO ... -13.91 eV
DFT total energy ... -18099.012 eV
SMILES string ... C=[N+](C)S/C=N/C
F_max ... 6.1 eV Å⁻¹
E_LUMO ... -5.22 eV
HOMO-LUMO gap ... 8.6885 eV

=====

# 5
DFT (ωB97M-V/def2-TZVPD) results for C32H30IN4OPPdS as an isolated structure at a distorted geometry.

Structure (ORCA input):
```
! wB97M-V def2-TZVPD RIJCOSX def2/J DEFGRID3
* xyz 2 1
Pd 0.119 0.225 -0.001
I 2.625 0.271 -0.400
C 3.531 2.111 -0.223
C 4.892 1.984 -0.282
C 5.716 3.127 -0.239
C 5.132 4.348 -0.143
C 3.723 4.491 -0.079
C 3.192 5.800 0.001
C 1.851 6.006 0.059
C 0.996 4.893 0.056
C 1.446 3.592 -0.019
P 0.023 2.455 -0.026
C -0.869 2.788 -1.567
C -0.632 1.975 -2.676
C -1.254 2.243 -3.888
C -2.119 3.322 -3.999
C -2.352 4.143 -2.904
C -1.726 3.883 -1.694
C -0.953 3.040 1.383
C -0.259 3.400 2.539
C -0.948 3.765 3.685
C -2.337 3.784 3.680
C -3.033 3.425 2.534
C -2.346 3.040 1.389
C 2.859 3.358 -0.104
H 5.356 1.010 -0.373
H 6.790 3.014 -0.290
H 5.735 5.247 -0.119
H 3.885 6.631 0.011
H 1.439 7.004 0.115
H -0.066 5.090 0.129
H 0.038 1.127 -2.607
H -1.059 1.608 -4.741
H -2.603 3.531 -4.944
H -3.017 4.992 -2.993
H -1.914 4.543 -0.857
H 0.825 3.404 2.549
H -0.401 4.050 4.574
H -2.876 4.093 4.566
H -4.116 3.461 2.525
H -2.908 2.752 0.509
N -3.755 0.017 1.344
C -4.112 0.154 0.012
C -2.948 0.249 -0.675
N -1.897 0.171 0.216
C -2.416 0.040 1.426
C -1.572 -0.054 2.624
N -0.269 -0.070 2.487
C 0.241 -0.136 3.764
C -0.780 -0.148 4.666
N -1.941 -0.098 3.924
H -4.402 -0.078 2.109
H -5.139 0.160 -0.308
H -2.783 0.367 -1.733
H 1.300 -0.163 3.958
H -0.799 -0.192 5.741
H -2.870 -0.065 4.306
O 0.232 -1.775 -0.923
S -0.379 -2.812 0.082
C -1.020 -4.200 -0.860
C -0.508 -5.450 -0.146
C 0.959 -5.159 0.158
C 0.988 -3.766 0.788
H -0.575 -4.099 -1.855
H -2.100 -4.100 -0.935
H -0.642 -6.327 -0.776
H -1.068 -5.625 0.776
H 1.535 -5.164 -0.769
H 1.405 -5.894 0.825
H 1.893 -3.191 0.590
H 0.818 -3.787 1.864
*
```

Values from the calculation:
Relative energy (zero: lowest compared OMol25 entry of this formula, charge and spin) ... 34.5 kJ/mol
E_HOMO ... -13.31 eV
DFT total energy ... -73371.586 eV
F_max ... 1.4 eV Å⁻¹
E_LUMO ... -5.85 eV
HOMO-LUMO gap ... 7.4607 eV

=====

# 6
DFT (ωB97M-V/def2-TZVPD) results for a 2-piece molecular cluster, C4H8N2O overall at a distorted geometry.

Structure (ORCA input):
```
! wB97M-V def2-TZVPD RIJCOSX def2/J DEFGRID3
* xyz 0 1
C 1.934 -0.587 0.914
C 0.712 -0.244 0.108
C 0.193 0.971 -0.209
N -0.624 0.804 -1.282
C -0.550 -0.523 -1.615
N 0.246 -1.154 -0.825
H 2.402 0.315 1.301
H 1.678 -1.261 1.701
H 2.594 -1.089 0.209
H 0.414 1.919 0.257
H -1.018 1.501 -1.889
H -1.134 -0.873 -2.452
O -2.227 -0.002 1.650
H -3.063 0.138 1.178
H -1.557 0.086 0.953
*
```

Values from the calculation:
Relative energy (zero: lowest compared OMol25 entry of this formula, charge and spin) ... 104.6 kJ/mol
E_HOMO ... -8.98 eV
DFT total energy ... -9305.309 eV
SMILES string ... Cc1c[nH]cn1.O
F_max ... 1.5 eV Å⁻¹
E_LUMO ... 0.69 eV
HOMO-LUMO gap ... 9.6665 eV